No. 1
{"formula": "C4H8OS", "method": "ωB97M-V/def2-TZVPD", "e_above_lowest_kj_mol": 238.7, "orbital_gap_ev": 8.64, "energy_ev": -17157.97616, "total_charge": 0, "multiplicity": 1, "e_homo_ev": -8.47, "species": ["C", "C", "C", "C", "O", "S", "H", "H", "H", "H", "H", "H", "H", "H"], "coordinates": [[1.4297, -1.3996, -1.1934], [2.1363, -0.9879, -0.1495], [-1.3895, 1.0699, 0.0375], [-2.3717, 0.7805, 1.1541], [2.8259, 0.2001, 0.0050], [-0.9372, -0.0644, -1.0174], [1.3288, -0.9211, -2.1953], [1.0183, -2.3822, -1.0481], [2.3284, -1.7841, 0.6020], [-1.0043, 2.0612, -0.0440], [-2.1355, 1.3335, 2.0535], [-2.5791, -0.2729, 1.4792], [-3.2796, 1.4121, 0.8872], [2.6296, 0.9548, -0.5707]]}

No. 2
{"formula": "C4H8OS", "method": "ωB97M-V/def2-TZVPD", "e_above_lowest_kj_mol": 198.0, "orbital_gap_ev": 9.34, "energy_ev": -17158.39838, "total_charge": 0, "multiplicity": 1, "e_homo_ev": -8.50, "species": ["C", "C", "C", "C", "O", "S", "H", "H", "H", "H", "H", "H", "H", "H"], "coordinates": [[1.9709, -0.6447, 0.9071], [1.7934, 0.3804, -0.1691], [-1.1055, -1.3819, 0.6273], [-1.5053, -0.5293, -0.2938], [0.8881, 0.5329, -0.9328], [-2.2806, 1.0220, 0.0372], [3.0756, -0.7604, 1.0924], [1.5365, -0.4441, 1.8185], [2.6272, 1.1494, -0.1139], [-0.4153, -2.2189, 0.3448], [1.5610, -1.6051, 0.6872], [-1.2840, -1.0907, 1.7091], [-1.4407, -0.8183, -1.3665], [-1.6476, 1.0285, 1.2374]]}

No. 3
{"formula": "C4H8OS", "method": "ωB97M-V/def2-TZVPD", "e_above_lowest_kj_mol": 166.4, "orbital_gap_ev": 10.00, "energy_ev": -17158.72518, "total_charge": 0, "multiplicity": 1, "e_homo_ev": -9.13, "species": ["C", "C", "C", "C", "H", "H", "H", "H", "H", "H", "H", "H", "O", "S"], "coordinates": [[0.9545, 1.7864, 0.0562], [0.3343, 0.4310, -0.3368], [-0.9261, 0.0034, 0.4893], [-1.8869, -0.9028, -0.0880], [1.2886, 1.6564, 1.1204], [1.8134, 2.0802, -0.5681], [0.0814, 2.4694, 0.0560], [0.0381, 0.3576, -1.4264], [1.2925, -1.4015, 1.1040], [-0.7732, 0.2035, 1.5269], [-2.5753, -1.4483, 0.5918], [-1.7451, -1.4186, -0.9926], [-2.1207, 0.4716, -0.1590], [1.6682, -0.8862, -0.0540]]}

No. 4
{"formula": "C4H8OS2", "method": "ωB97M-V/def2-TZVPD", "e_above_lowest_kj_mol": 71.3, "orbital_gap_ev": 9.43, "energy_ev": -27994.96161, "total_charge": 0, "multiplicity": 1, "e_homo_ev": -8.68, "species": ["C", "C", "C", "C", "H", "H", "H", "H", "H", "H", "H", "H", "O", "S", "S"], "coordinates": [[2.6392, -0.1855, -0.5723], [0.6661, -0.4342, 0.6572], [-0.6246, -1.2579, 0.7504], [-1.1063, 1.0821, -0.6946], [3.2386, -0.7344, -1.3174], [2.5336, 0.8795, -1.0433], [3.2181, -0.0649, 0.3833], [1.3425, -0.5283, 1.5654], [-1.0009, -1.2298, 1.7733], [-0.4636, -2.2829, 0.4436], [-1.7951, 1.8376, -0.5715], [-0.6762, 1.0776, -1.6925], [1.3918, -0.8423, -0.4485], [-1.8734, -0.5149, -0.3766], [0.1873, 1.2997, 0.5768]]}